Computed, not measured: a structure of composition C6H4N5O5Tb, with ωB97M-V/def2-TZVPD.

```
21
Properties=species:S:1:pos:R:3:mulliken_charge:R:1
O 0.7628 -5.6349 -2.4705 -0.138
C 0.2528 -4.6857 -2.1068 0.143
Tb -0.8277 0.1301 -1.2569 1.255
O 2.1464 -1.4526 0.7002 -0.251
C 1.1392 -1.1613 0.0714 0.469
C 1.5178 0.8605 -1.3139 0.295
O 2.7041 1.1202 -1.3716 -0.318
C 1.1840 1.6495 -2.7727 0.332
O 1.1899 2.4222 -3.6394 -0.104
C 0.7547 -1.3805 -2.8081 0.365
O 1.6438 -2.1002 -3.2115 -0.169
H -2.8717 1.2128 -0.6543 0.071
N 0.3869 1.7304 2.9596 -0.556
N -0.6338 0.9808 2.4114 0.761
N -1.8853 0.9531 2.9912 -0.571
C -2.6550 0.5866 1.9676 -0.051
N -1.9798 0.4272 0.7758 -0.620
N -0.6875 0.8346 1.0774 0.027
H 1.2925 1.3839 2.6292 0.288
H 0.3017 1.6799 3.9763 0.342
H -3.7358 0.4434 2.0456 0.431
```

- orbital gap (spin up / spin down) (eV) = 7.04 / 5.49
- energy above the lowest of the compared OMol25 structures with the same formula, charge and spin (kcal per mole) = 125.1
- LUMO level (spin up / spin down) (eV) = -9.72 / -9.76
- net charge = +2
- highest occupied orbital energy (spin up / spin down) (eV) = -16.8 / -15.3
- multiplicity = 7